Here is a 6-piece molecular cluster, C36H78F6NO2S overall from the OMol25 dataset. Energies are from ωB97M-V with the def2-TZVPD basis set.

The geometry in XYZ format:
```
124
C36H78F6NO2S (ωB97M-V with the def2-TZVPD basis set)
O 2.16112 -1.50143 2.47130
S 2.30105 -1.26852 1.06465
O 2.12999 0.02832 0.48508
C 1.03914 -2.28100 0.27921
N 1.04926 -3.76098 0.61827
C -0.42623 -4.13151 0.74966
C -0.95130 -2.92944 1.51019
C -0.34369 -1.78412 0.74155
F -1.07780 -1.52894 -0.41215
C 4.01998 -1.78392 0.51441
F 4.02486 -1.77536 -0.82590
F 4.75797 -0.78665 1.00582
C 4.67631 -3.12479 0.97748
F 5.82749 -3.21581 0.33543
F 3.89882 -4.16810 0.58976
F 4.88499 -3.23619 2.27981
H 1.03301 -2.15112 -0.80354
H 1.56462 -4.29977 -0.07033
H 1.45481 -3.87031 1.55416
H -0.84405 -4.13124 -0.25563
H -0.47867 -5.09108 1.25574
H -2.03641 -2.93299 1.43211
H -0.58190 -2.87768 2.53210
H -0.31816 -0.85607 1.31550
C -2.37505 -0.96932 4.29080
C -3.72385 -1.67091 4.40953
C -4.71612 -1.25237 3.32536
C -5.08086 0.23318 3.32806
C -5.66829 0.74301 4.64292
C -6.97677 0.06035 5.03077
H -2.46463 0.11065 4.40708
H -1.67682 -1.32384 5.05093
H -1.93431 -1.15975 3.30757
H -4.14294 -1.48534 5.40048
H -3.57393 -2.75336 4.34464
H -5.62273 -1.85391 3.42421
H -4.29726 -1.50229 2.34222
H -5.79999 0.41313 2.52375
H -4.19786 0.82911 3.07761
H -5.84187 1.81690 4.54665
H -4.94082 0.62658 5.45135
H -7.72883 0.18982 4.25031
H -7.37731 0.48315 5.95185
H -6.84397 -1.01013 5.19546
C -3.23057 3.49369 -3.25741
C -3.37088 3.81783 -1.77268
C -2.08009 4.32918 -1.13512
C -0.91307 3.34111 -1.17026
C -1.19933 1.99535 -0.50859
C -1.51963 2.10069 0.98106
H -2.51099 2.69118 -3.42993
H -4.18565 3.17233 -3.67411
H -2.90070 4.37088 -3.81751
H -3.73113 2.93372 -1.23832
H -4.14243 4.58065 -1.64667
H -2.28486 4.61895 -0.10089
H -1.77055 5.24566 -1.64534
H -0.05073 3.80230 -0.67925
H -0.61015 3.16793 -2.20610
H -0.32060 1.35396 -0.63734
H -2.02230 1.49075 -1.02276
H -0.69912 2.57359 1.52444
H -1.68584 1.11235 1.42106
H -2.42280 2.68432 1.16010
C 2.94887 -4.47797 4.43718
C 1.63831 -4.67137 5.19773
C 1.51967 -3.77608 6.42828
C 2.58722 -4.02045 7.49546
C 2.64512 -5.45229 8.02577
C 1.35624 -5.90147 8.70847
H 3.81093 -4.75204 5.04434
H 2.98076 -5.11322 3.54006
H 3.06470 -3.44353 4.13385
H 1.52627 -5.72105 5.48037
H 0.79652 -4.44632 4.53314
H 0.52718 -3.90772 6.86633
H 1.57236 -2.72912 6.11209
H 2.39912 -3.33910 8.32927
H 3.56985 -3.74510 7.10219
H 3.46830 -5.52015 8.73973
H 2.89137 -6.14595 7.21602
H 1.10704 -5.24073 9.54050
H 1.45751 -6.91151 9.10497
H 0.51026 -5.90610 8.01848
C 6.99089 4.31202 -2.71268
C 7.70365 3.05292 -3.19783
C 6.75038 1.93792 -3.62416
C 5.83780 1.41789 -2.51248
C 6.56784 0.88674 -1.27991
C 7.46703 -0.31180 -1.57259
H 6.38969 4.12067 -1.82229
H 7.70853 5.09228 -2.45923
H 6.32961 4.70662 -3.48650
H 8.38015 2.69233 -2.41807
H 8.33641 3.30846 -4.05059
H 7.33292 1.11015 -4.03768
H 6.12386 2.30104 -4.44423
H 5.20965 0.61981 -2.92488
H 5.15079 2.20999 -2.20277
H 5.82167 0.59500 -0.54011
H 7.15766 1.68228 -0.81855
H 6.89295 -1.13376 -2.00969
H 7.93793 -0.68077 -0.65959
H 8.26620 -0.05752 -2.26848
C -3.10331 2.87850 -10.46098
C -3.94699 3.94354 -9.76631
C -3.41706 4.33971 -8.38946
C -3.37880 3.20378 -7.36630
C -4.72139 2.52426 -7.10491
C -5.78035 3.46108 -6.53059
H -3.09008 1.94303 -9.89942
H -3.49508 2.65722 -11.45411
H -2.07131 3.21566 -10.57756
H -4.98023 3.59544 -9.68515
H -3.97818 4.83717 -10.39405
H -4.02219 5.16265 -7.99948
H -2.40454 4.73997 -8.50070
H -2.99430 3.60134 -6.42113
H -2.65766 2.44710 -7.68840
H -4.55829 1.70213 -6.40208
H -5.09751 2.06716 -8.02396
H -5.43749 3.90686 -5.59469
H -6.70404 2.91895 -6.32434
H -6.02402 4.27102 -7.21893
```

Properties
Energy above the lowest of the compared OMol25 structures with the same formula, charge and spin: 7.3 kcal per mole
Kohn-Sham gap: 8.77 eV
Energy: -71316.0093 eV
HOMO level: -12.075 eV
Net charge: +1
F_max: 1.01 eV/Å

Löwdin population analysis, charges in e, atoms 1 to 99:
1. O -0.23
2. S 0.78
3. O -0.21
4. C -0.21
5. N 0.11
6. C -0.05
7. C -0.08
8. C -0.30
9. F 0.03
10. C -0.45
11. F 0.14
12. F 0.15
13. C -0.55
14. F 0.22
15. F 0.14
16. F 0.20
17. H 0.17
18. H 0.18
19. H 0.16
20. H 0.15
21. H 0.15
22. H 0.14
23. H 0.13
24. H 0.14
25. C -0.10
26. C -0.26
27. C -0.23
28. C -0.23
29. C -0.27
30. C -0.11
31. H 0.07
32. H 0.07
33. H 0.04
34. H 0.10
35. H 0.10
36. H 0.10
37. H 0.10
38. H 0.11
39. H 0.09
40. H 0.11
41. H 0.10
42. H 0.08
43. H 0.07
44. H 0.07
45. C -0.11
46. C -0.26
47. C -0.22
48. C -0.22
49. C -0.27
50. C -0.10
51. H 0.07
52. H 0.06
53. H 0.08
54. H 0.10
55. H 0.11
56. H 0.10
57. H 0.11
58. H 0.11
59. H 0.10
60. H 0.09
61. H 0.10
62. H 0.08
63. H 0.04
64. H 0.07
65. C -0.12
66. C -0.27
67. C -0.23
68. C -0.22
69. C -0.27
70. C -0.11
71. H 0.08
72. H 0.07
73. H 0.05
74. H 0.10
75. H 0.08
76. H 0.10
77. H 0.11
78. H 0.11
79. H 0.10
80. H 0.11
81. H 0.10
82. H 0.08
83. H 0.07
84. H 0.06
85. C -0.11
86. C -0.27
87. C -0.23
88. C -0.23
89. C -0.27
90. C -0.10
91. H 0.06
92. H 0.07
93. H 0.08
94. H 0.10
95. H 0.11
96. H 0.10
97. H 0.11
98. H 0.10
99. H 0.10